(1)
# C3H4Cl2N2

A 2-piece molecular cluster, C3H4Cl2N2 overall in a non-equilibrium geometry (wB97M-V/def2-TZVPD, OMol25).

Charge: 0
LUMO level (spin up / spin down): -1.165 / -0.389 eV
Relative energy (zero: lowest compared OMol25 entry of this formula, charge and spin): 120.1 kcal/mol
Calculated total energy: -31194.89007 eV
E_HOMO (spin up / spin down): -0.346 / -0.357 Ha

The geometry in XYZ format:
```
11
Properties=species:S:1:pos:R:3:forces:R:3:lowdin_charge:R:1
C -2.298 -0.164 -0.472 -0.2 0.0 0.1 0.02
C -1.386 -0.007 0.472 -0.3 -0.5 -0.2 -0.16
C 0.055 -0.125 0.189 -0.4 1.8 1.2 -0.38
N 0.675 -0.978 -0.416 0.7 -1.0 -0.8 0.19
N 2.947 0.143 -0.616 -0.3 -0.6 -0.9 -0.95
Cl 3.862 -0.944 0.279 0.2 -0.1 0.4 0.48
Cl 2.546 1.510 0.215 0.7 0.9 0.5 0.57
H -3.349 -0.066 -0.258 -0.1 0.1 0.1 0.06
H -2.029 -0.376 -1.492 0.1 -0.1 -0.2 0.07
H -1.641 0.244 1.491 -0.1 0.1 0.1 0.10
H 0.618 0.762 0.607 -0.3 -0.7 -0.2 0.01
```
Positions in Å, forces in eV/Å.

(2)
# C6H16N2O

A 3-piece molecular cluster, C6H16N2O overall in a non-equilibrium geometry (wB97M-V/def2-TZVPD, OMol25).

SMILES: C=CNN.C=O.CCC
Charge: 0
LUMO level: 0.693 eV
Relative energy (zero: lowest compared OMol25 entry of this formula, charge and spin): 92.7 kcal/mol
Calculated total energy: -11506.03522 eV
E_HOMO: -0.275 Ha

The geometry in XYZ format:
```
25
Properties=species:S:1:pos:R:3:forces:R:3:lowdin_charge:R:1
C 1.281 0.749 0.171 -1.2 -1.3 -0.1 -0.35
C -0.757 1.616 1.951 -1.0 0.4 0.2 -0.15
C 2.181 -0.404 -0.266 0.0 0.1 0.1 -0.13
C 0.846 1.593 -1.022 0.0 -0.1 0.1 -0.11
O -1.780 1.384 1.346 0.6 0.4 0.4 -0.03
H -1.773 -0.511 0.825 0.3 -0.6 -0.2 0.10
H 1.849 1.373 0.862 -0.3 0.0 0.4 0.10
H -0.409 0.975 2.778 0.1 -0.2 -0.2 0.10
H -0.187 2.551 1.808 0.0 -0.2 -0.2 0.09
H 2.558 -0.953 0.598 0.0 -0.1 0.0 0.06
H 3.041 -0.039 -0.828 0.1 -0.1 -0.1 0.07
H 1.614 -1.098 -0.887 0.1 -0.1 -0.1 0.06
H 1.707 1.954 -1.585 0.1 0.0 0.0 0.07
H 0.218 1.000 -1.686 0.0 0.1 -0.1 0.06
H 0.278 2.466 -0.706 -0.2 0.1 0.0 0.06
N -1.079 -1.117 0.374 -0.5 0.0 -0.2 -0.16
N -0.696 -2.179 1.232 0.3 -0.6 1.3 0.01
C -1.337 -1.377 -0.963 0.4 0.2 0.4 -0.24
C -2.094 -0.607 -1.738 -0.1 -0.2 0.0 -0.02
H 0.310 0.195 0.570 2.3 1.6 -0.3 0.07
H -0.237 -2.960 0.771 -0.4 0.3 -0.6 0.07
H 0.029 -1.858 1.888 -0.4 0.2 -0.5 0.07
H -0.753 -2.190 -1.367 0.1 -0.2 -0.1 0.10
H -2.143 -0.769 -2.797 0.0 -0.1 -0.2 0.04
H -2.667 0.204 -1.329 -0.1 0.3 0.1 0.05
```
Positions in Å, forces in eV/Å.

(3)
# C23H43BrCl4N2O3

A 2-piece molecular cluster, C23H43BrCl4N2O3 overall in a non-equilibrium geometry (wB97M-V/def2-TZVPD, OMol25).

SMILES: CCCCCCCC[C@@H](CCCCC)OC[C@](Br)(N=C=O)OCCCCCN.ClC(Cl)(Cl)Cl
Charge: 0
LUMO level: 0.157 eV
Calculated total energy: -153795.58612 eV
E_HOMO: -0.338 Ha

The geometry in XYZ format:
```
76
Properties=species:S:1:pos:R:3:forces:R:3:lowdin_charge:R:1
C 7.878 -2.097 2.583 -0.5 0.7 0.2 -0.14
C 7.602 -0.903 1.533 -0.1 -0.1 -0.4 -0.27
C 8.060 -1.267 0.002 0.4 0.9 0.9 -0.21
C 7.097 -0.522 -1.085 1.3 0.0 -0.4 -0.21
C 6.272 -1.536 -2.030 -0.4 -0.5 0.3 -0.21
C 4.690 -1.628 -1.681 0.3 0.6 1.2 -0.21
C 3.904 -0.213 -1.902 0.7 -0.8 -0.7 -0.21
C 2.386 -0.391 -2.420 -0.1 0.5 -0.7 -0.14
C 1.359 0.733 -1.841 1.2 -0.4 1.1 -0.32
C 2.094 2.164 -1.772 -1.0 0.9 -0.5 -0.13
C 1.097 3.404 -1.407 0.9 0.4 0.3 -0.20
C 0.570 3.267 0.111 0.0 -0.1 0.2 -0.23
C 1.383 4.155 1.195 -0.7 -0.6 0.5 -0.24
C 2.157 3.180 2.236 0.4 1.1 0.0 -0.14
O 0.149 0.886 -2.635 0.1 -1.6 1.0 -0.21
C -0.797 -0.184 -2.406 -0.8 -0.7 -1.2 -0.16
C -2.093 0.268 -1.503 0.6 -1.3 -0.9 -0.70
Br -2.284 2.240 -1.723 -0.1 -0.4 0.0 0.88
N -1.782 -0.181 -0.094 0.3 5.4 2.5 0.13
C -1.739 0.842 0.731 -3.7 0.3 2.7 -0.24
O -2.054 1.652 1.647 2.8 -4.9 -5.6 0.08
O -3.314 -0.363 -1.931 1.3 1.4 1.2 -0.16
C -4.481 0.149 -1.236 -2.5 -0.2 0.5 -0.24
C -5.689 -0.963 -1.237 0.3 1.7 0.5 -0.15
C -6.563 -0.769 0.130 0.3 -1.5 0.4 -0.20
C -7.159 -2.251 0.539 -0.1 0.5 -0.5 -0.21
C -8.661 -2.177 1.143 0.5 -0.7 -0.2 -0.29
N -9.708 -2.143 0.053 0.8 0.7 0.5 -0.04
H 7.884 -3.105 2.024 0.1 1.5 1.1 0.07
H 7.017 -2.072 3.355 1.4 -0.3 -1.2 0.07
H 8.853 -1.909 3.181 -1.5 -0.6 -1.2 0.08
H 8.151 0.052 1.910 -1.0 -1.6 -0.8 0.11
H 6.473 -0.638 1.482 1.8 -0.6 0.3 0.09
H 9.155 -0.882 -0.080 -1.9 -0.7 -0.2 0.11
H 8.118 -2.405 -0.144 -0.4 1.7 0.2 0.09
H 7.805 0.089 -1.774 -1.3 -0.9 1.1 0.11
H 6.454 0.244 -0.521 0.7 -1.2 -1.0 0.10
H 6.711 -2.596 -1.846 -0.7 1.7 -0.5 0.10
H 6.434 -1.256 -3.142 -0.4 -0.5 1.8 0.11
H 4.169 -2.522 -2.177 0.9 1.4 0.4 0.10
H 4.639 -1.824 -0.533 0.0 0.1 -1.9 0.11
H 4.477 0.330 -2.758 -0.9 -0.6 1.8 0.12
H 4.007 0.357 -0.907 -0.3 -0.7 -1.7 0.10
H 2.025 -1.467 -2.226 0.4 1.7 -0.1 0.11
H 2.401 -0.257 -3.577 -0.1 -0.3 1.9 0.13
H 1.044 0.352 -0.792 0.5 0.9 -1.5 0.14
H 2.938 2.219 -0.978 -1.4 -0.4 -1.6 0.12
H 2.495 2.386 -2.841 -0.3 -0.5 1.9 0.13
H 0.274 3.570 -2.191 1.2 -0.6 1.3 0.08
H 1.776 4.351 -1.457 -1.2 -1.5 0.0 0.11
H 0.720 2.161 0.417 -0.4 1.7 -0.5 0.08
H -0.545 3.495 0.258 1.7 -0.3 -0.6 0.07
H 2.077 4.897 0.659 -0.8 -1.2 0.9 0.10
H 0.647 4.783 1.842 1.1 -1.0 -1.4 0.11
H 3.252 3.098 1.867 -1.7 -0.1 1.0 0.07
H 2.086 3.672 3.284 0.6 -0.9 -1.7 0.07
H 1.697 2.136 2.340 0.6 1.6 -0.4 0.07
H -0.304 -1.115 -1.933 -0.8 1.6 -0.5 0.14
H -1.201 -0.525 -3.437 0.5 0.7 1.7 0.15
H -4.311 0.423 -0.135 0.3 -0.5 -1.6 0.11
H -4.947 1.090 -1.733 1.3 -1.5 0.6 0.12
H -5.248 -2.016 -1.318 -0.7 1.6 0.1 0.12
H -6.384 -0.684 -2.121 1.2 -1.0 1.3 0.12
H -7.405 0.003 0.028 1.2 -1.2 0.0 0.11
H -5.901 -0.450 1.026 -0.9 -0.3 -1.6 0.08
H -6.419 -2.776 1.248 -1.2 0.9 -1.0 0.10
H -7.144 -2.857 -0.455 -0.3 0.8 1.8 0.10
H -8.737 -1.225 1.792 -0.1 -1.6 -0.9 0.10
H -8.911 -3.116 1.785 0.7 1.7 -0.9 0.10
H -9.390 -2.675 -0.776 -0.2 0.7 0.7 0.06
H -9.888 -1.159 -0.198 0.2 -0.9 -0.2 0.06
C -7.484 -1.105 5.310 0.0 0.0 0.0 -2.02
Cl -6.438 -0.800 3.906 -0.2 0.0 0.2 0.53
Cl -6.494 -1.159 6.786 -0.2 0.0 -0.3 0.52
Cl -8.684 0.198 5.449 0.2 -0.2 0.0 0.51
Cl -8.319 -2.660 5.100 0.2 0.3 0.0 0.52
```
Positions in Å, forces in eV/Å.

(4)
# C2H4NP

A 2-piece molecular cluster, C2H4NP overall in a non-equilibrium geometry (wB97M-V/def2-TZVPD, OMol25).

Charge: 0
LUMO level (spin up / spin down): -1.471 / -1.550 eV
Relative energy (zero: lowest compared OMol25 entry of this formula, charge and spin): 57.8 kcal/mol
Calculated total energy: -12914.02231 eV
E_HOMO (spin up / spin down): -0.328 / -0.326 Ha

The geometry in XYZ format:
```
8
Properties=species:S:1:pos:R:3:forces:R:3:lowdin_charge:R:1
C -0.430 -0.901 -0.776 2.1 1.2 -0.7 -0.31
C 0.901 -0.329 -0.850 -1.2 1.0 -0.2 -0.07
N -1.488 -1.279 -0.690 -2.5 -1.0 0.2 0.13
P -0.954 1.129 2.873 -0.5 0.6 -0.5 0.35
H 1.267 -0.425 0.148 0.6 1.1 0.8 0.07
H 0.928 0.628 -1.426 -0.2 -0.4 1.3 0.11
H 1.533 -0.927 -1.400 1.3 -1.8 -1.4 0.04
H -1.757 2.104 2.120 0.5 -0.6 0.5 -0.32
```
Positions in Å, forces in eV/Å.

(5)
# C18H17Cl3N7NaO2S3Si

C18H17Cl3N7NaO2S3Si as an isolated structure in a non-equilibrium geometry (wB97M-V/def2-TZVPD, OMol25).

Charge: -2
LUMO level (spin up / spin down): 3.791 / 3.828 eV
Relative energy (zero: lowest compared OMol25 entry of this formula, charge and spin): 288.4 kcal/mol
Calculated total energy: -115830.22776 eV
E_HOMO (spin up / spin down): -0.088 / -0.088 Ha

The geometry in XYZ format:
```
52
Properties=species:S:1:pos:R:3:forces:R:3:lowdin_charge:R:1
Na 0.105 0.279 0.568 -0.1 -0.2 0.2 0.36
C 0.099 -5.766 3.371 0.1 0.0 0.0 -0.45
S 0.294 -4.545 4.688 -0.1 0.0 0.0 0.69
C 0.595 -3.083 3.659 0.2 0.1 0.2 -1.25
S -0.442 -1.738 3.839 -0.2 0.1 -0.1 0.37
N 1.639 -3.203 2.912 -0.3 -0.2 -0.2 -0.12
N 1.779 -2.185 1.980 0.3 -0.1 -0.1 -0.02
C 2.605 -1.281 2.290 0.0 0.2 0.1 -0.18
C 2.760 -0.108 1.403 0.3 -0.9 0.1 -0.32
C 2.819 1.102 2.005 -0.2 0.4 -0.4 -0.08
C 2.568 2.513 1.674 0.1 -0.4 -0.2 -0.33
C 2.099 3.259 0.640 0.6 0.3 0.2 -0.43
C 2.799 0.079 -1.035 0.7 -1.9 -1.0 -0.13
N 2.768 -0.457 0.029 -0.2 1.5 0.8 -0.02
H -0.003 -6.746 3.839 0.0 0.0 0.0 0.01
H 0.974 -5.757 2.725 0.0 0.0 0.0 0.02
H -0.794 -5.552 2.785 0.0 0.0 0.0 0.03
H 3.085 -1.262 3.271 0.0 0.0 0.0 0.12
H 3.001 0.974 3.070 -0.3 0.0 0.1 0.10
H 2.698 3.136 2.558 -0.1 0.0 0.0 0.05
H 3.403 4.012 -2.391 0.0 -0.6 -0.4 0.06
H 3.105 2.149 -3.239 0.2 0.7 0.1 0.06
N -0.764 2.577 -9.542 0.0 0.0 0.0 0.07
C -1.206 2.785 -8.221 0.0 0.0 0.0 -0.34
C -0.421 2.387 -7.143 0.0 0.0 0.0 -0.03
C -0.839 2.624 -5.842 0.0 -0.1 0.0 -0.07
C -2.044 3.265 -5.605 -0.1 0.1 0.0 -0.34
C -2.827 3.674 -6.676 0.0 0.0 0.0 -0.09
C -2.412 3.437 -7.976 -0.1 0.0 0.0 -0.05
S -2.724 3.529 -3.950 0.2 0.2 -0.1 0.90
O -1.314 3.300 -3.195 -0.4 0.1 -0.1 -0.58
O -3.095 4.957 -3.934 0.2 -0.4 0.0 -0.47
N -2.424 1.545 -1.209 -0.1 -0.4 0.4 -0.08
C -2.856 0.375 -0.817 -0.3 -0.3 -0.2 -0.51
N -2.165 -0.351 0.134 0.0 0.2 -0.4 0.06
C -2.638 -1.547 0.468 0.0 0.2 0.1 -0.16
C -3.796 -2.078 -0.068 0.0 -0.1 0.1 -0.10
C -4.453 -1.272 -0.989 0.0 0.0 -0.1 -0.20
N -4.025 -0.090 -1.373 0.0 0.0 0.2 0.10
H -0.139 1.790 -9.629 0.0 0.0 0.0 0.08
H -1.521 2.504 -10.205 0.0 0.0 0.0 0.07
H 0.522 1.884 -7.325 0.0 0.0 0.0 0.11
H -0.240 2.296 -5.006 0.1 0.0 0.0 0.05
H -3.767 4.176 -6.483 0.0 0.0 0.0 0.10
H -3.024 3.760 -8.812 0.0 0.0 0.0 0.10
H -2.066 -2.081 1.220 0.0 0.0 0.0 0.07
H -4.163 -3.053 0.220 0.0 0.0 0.0 0.08
H -5.381 -1.610 -1.449 0.0 0.0 0.0 0.09
Cl -0.226 0.733 -2.869 0.9 0.0 0.3 0.34
Si -1.144 2.308 -1.812 -1.3 0.8 -0.4 -0.43
Cl -0.968 3.896 -0.475 0.8 -0.1 -0.1 0.34
Cl 1.953 2.261 -0.931 -1.0 0.8 0.9 0.33
```
Positions in Å, forces in eV/Å.

(6)
# C3H8OS

A 2-piece molecular cluster, C3H8OS overall in a non-equilibrium geometry (wB97M-V/def2-TZVPD, OMol25).

Charge: 0
LUMO level (spin up / spin down): -0.504 / -0.503 eV
Relative energy (zero: lowest compared OMol25 entry of this formula, charge and spin): 127.2 kcal/mol
Calculated total energy: -16117.72181 eV
E_HOMO (spin up / spin down): -0.327 / -0.326 Ha

The geometry in XYZ format:
```
13
Properties=species:S:1:pos:R:3:forces:R:3:lowdin_charge:R:1
C 2.088 -0.734 -2.475 -0.7 -0.3 -0.1 0.05
C -1.564 0.401 1.349 0.1 0.1 0.1 -0.16
C -0.906 -0.525 0.350 0.5 0.2 -0.3 -0.40
O 1.487 0.425 1.075 0.8 0.0 1.2 -0.56
S 0.748 0.142 -0.147 -1.1 0.6 -1.1 0.83
H 2.937 -1.146 -1.910 0.1 0.2 0.2 -0.09
H 2.383 0.294 -2.749 0.1 0.2 0.3 -0.09
H -1.768 1.374 0.902 -0.1 0.0 0.0 0.07
H -2.503 -0.022 1.705 0.0 0.0 0.0 0.08
H -0.902 0.544 2.203 -0.1 0.0 0.0 0.07
H -1.473 -0.638 -0.570 -0.1 -0.1 -0.1 0.08
H -0.713 -1.503 0.788 0.1 -0.1 -0.1 0.09
H 0.188 1.388 -0.521 0.2 -0.9 -0.1 0.02
```
Positions in Å, forces in eV/Å.